DFT (ωB97M-V with the def2-TZVPD basis set) results for a cluster of 13 separate species, C26H76F6O12P in total in a non-equilibrium geometry.

Geometry (Å):
P1 0.1606 0.3759 -0.4324
F1 -0.9767 1.5392 -0.2781
F2 1.2946 1.4879 -0.0259
F3 0.0002 0.0031 1.0971
F4 1.3140 -0.7471 -0.5950
F5 -0.9679 -0.6583 -0.9031
F6 0.3961 0.8053 -1.9766
C1 -0.1003 -5.1029 -2.7287
C2 -0.0657 -3.9030 -1.8099
O1 -0.2168 -2.7239 -2.5979
H1 0.0582 -6.0129 -2.1455
H2 0.6579 -5.0443 -3.5096
H3 -1.0753 -5.1815 -3.2170
H4 0.8857 -3.8559 -1.2671
H5 -0.8823 -3.9756 -1.0806
H6 -0.1551 -1.9495 -2.0230
C3 3.9743 -0.1090 3.3600
C4 3.4172 0.5139 2.1091
O2 4.4529 1.2849 1.4710
H7 3.1840 -0.6940 3.8438
H8 4.3320 0.6689 4.0323
H9 4.7867 -0.7977 3.1289
H10 2.5948 1.1851 2.3842
H11 3.0450 -0.2634 1.4353
H12 4.2050 1.3994 0.5397
C5 0.3264 -0.5837 4.8000
C6 1.2496 0.4567 5.3952
O3 1.2502 0.4096 6.8285
H13 0.6621 -1.5925 5.0628
H14 0.3200 -0.4996 3.7130
H15 -0.6766 -0.4842 5.2159
H16 0.9420 1.4655 5.1089
H17 2.2728 0.3230 5.0256
H18 2.0250 -0.0736 7.1212
C7 4.5268 -3.9103 -1.1045
C8 4.0340 -2.4899 -0.9364
O4 5.0063 -1.6004 -1.4817
H19 5.3946 -4.0962 -0.4674
H20 4.7694 -4.1452 -2.1385
H21 3.7568 -4.6196 -0.7761
H22 3.8988 -2.2538 0.1298
H23 3.0520 -2.3512 -1.4064
H24 4.6199 -0.7126 -1.5069
C9 -0.4731 3.7411 -2.9129
C10 -0.0858 5.1907 -3.0517
O5 -1.1623 5.9004 -3.7014
H25 -1.2628 3.6224 -2.1624
H26 0.3590 3.1704 -2.5003
H27 -0.8636 3.3154 -3.8346
H28 0.8390 5.2898 -3.6366
H29 0.0907 5.6344 -2.0661
H30 -1.0128 6.8445 -3.6115
C11 -4.0046 -2.8713 -1.7507
C12 -5.2847 -2.1633 -1.3110
O6 -5.1895 -1.6571 -0.0043
H31 -3.7617 -3.6285 -1.0023
H32 -3.1715 -2.1629 -1.7644
H33 -4.1033 -3.3138 -2.7420
H34 -6.1270 -2.8593 -1.3473
H35 -5.5490 -1.3749 -2.0317
H36 -4.7636 -0.7854 -0.0333
C13 0.5399 4.7193 3.2878
C14 0.6264 3.5311 2.3530
O7 -0.0848 3.8540 1.1695
H37 1.1362 4.5723 4.1929
H38 -0.4845 4.9226 3.6102
H39 0.9166 5.6155 2.7905
H40 0.2183 2.6213 2.8092
H41 1.6814 3.3479 2.1056
H42 -0.1760 3.0450 0.6477
O8 -3.6737 0.7735 -0.0265
H43 -2.7660 1.1048 0.0356
H44 -4.0006 1.0794 -0.8806
C15 -2.5669 -3.7751 3.7960
C16 -2.9684 -2.7386 2.8052
C17 -1.7948 -2.2876 1.9552
O9 -3.9760 -3.3063 1.9548
H45 -2.1483 -4.6444 3.2896
H46 -3.4121 -4.0782 4.4156
H47 -1.7983 -3.3725 4.4640
H48 -3.3795 -1.8432 3.2963
H49 -1.3255 -3.1543 1.4636
H50 -0.9718 -1.7944 2.4734
H51 -2.0937 -1.6318 1.1320
H52 -4.2049 -2.6198 1.3014
C18 -2.5090 -1.8941 -5.3411
C19 -1.0930 -1.7176 -5.8843
C20 -0.5148 -0.3873 -5.4767
O10 -0.2577 -2.7692 -5.4253
H53 -3.2659 -1.3764 -5.9290
H54 -2.5467 -1.5274 -4.3079
H55 -2.7390 -2.9603 -5.3033
H56 -1.1390 -1.8123 -6.9733
H57 0.4929 -0.2834 -5.8723
H58 -0.5544 -0.2829 -4.3934
H59 -1.1138 0.4335 -5.8985
H60 -0.4682 -2.9091 -4.4859
C21 5.3928 2.3349 -2.2584
C22 3.9325 2.0265 -2.2424
C23 3.4014 1.6267 -3.6048
O11 3.7232 0.9883 -1.2756
H61 5.7541 2.4932 -1.2411
H62 5.5866 3.2288 -2.8515
H63 5.9521 1.5067 -2.6995
H64 3.3721 2.9189 -1.9294
H65 4.0553 0.9246 -4.1253
H66 3.3075 2.5132 -4.2457
H67 2.3897 1.2207 -3.5369
H68 2.7666 0.8733 -1.2022
C24 -2.3918 1.1889 3.1123
C25 -2.4199 2.3295 4.1079
C26 -3.0812 3.5581 3.5181
O12 -3.1489 1.9213 5.2933
H69 -3.3784 0.9609 2.6979
H70 -2.0038 0.2936 3.5871
H71 -1.7516 1.4622 2.2670
H72 -1.4152 2.5272 4.4788
H73 -2.6313 3.8359 2.5596
H74 -3.0466 4.4061 4.2019
H75 -4.1333 3.3383 3.3036
H76 -4.0382 1.6888 5.0046

Values from the calculation:
energy = -78367.7361 eV
orbital gap = 9.9 eV
2S+1 = 1
HOMO = -7.4927 eV
lowest unoccupied orbital energy = 2.3808 eV
charge = -1

Results of the Löwdin charge analysis, in e, for atoms 1 through 6: 0.19 -0.17 -0.15 -0.11 -0.13 -0.13